Molecular formula: C5H6N6
Method: DFT, ωB97M-V/def2-TZVPD

The value obtained for the energy above the lowest of the compared OMol25 structures with the same formula, charge and spin is 193.6 kcal/mol. Its total energy is -14215.377 eV. The value obtained for the molar mass is 150.15 g mol⁻¹. Its max |F| is 0.11760 hartree/bohr. The calculation puts the HOMO-LUMO gap (spin up / spin down) at 8.0 / 7.7 eV.

```
! wB97M-V def2-TZVPD RIJCOSX def2/J DEFGRID3
* xyz 0 1
C 3.7734 -1.0976 -0.0364
C 2.7172 -0.2479 -0.0351
C -1.3081 -0.4672 1.2518
C -1.0774 0.7672 -0.7058
C -2.0463 -0.2485 -0.1703
N 3.5938 -1.9939 -0.9503
N 2.5183 -1.8539 -1.5979
N -0.3635 -1.1684 1.4977
N 0.1017 0.4362 -1.0345
N 1.9319 -0.7764 -1.0065
N 0.6213 -0.6997 -1.2475
H 4.6811 -1.1240 0.5620
H 2.4172 0.5204 0.5228
H -1.7162 0.1407 1.9403
H -1.2856 1.8168 -0.4408
H -1.8096 -1.1692 -0.7536
H -2.9408 0.2141 -0.1371
*
```